No. 1
{
  "formula": "C4H12",
  "method": "ωB97M-V/def2-TZVPD",
  "max_force_ev_per_a": 2.28,
  "e_above_lowest_kcal_mol": 14.76,
  "e_tot_ev": -4341.8883,
  "smiles": "CC.CC",
  "symbols": ["C", "C", "H", "H", "H", "H", "H", "H", "C", "C", "H", "H", "H", "H", "H", "H"],
  "xyz": [[-1.28975, 0.44839, 1.36716], [-2.57817, 0.34175, 0.56774], [-0.62939, 1.21892, 0.92413], [-1.56658, 0.77760, 2.36805], [-0.79605, -0.52747, 1.35427], [-3.14665, 1.28718, 0.43375], [-2.46364, -0.09736, -0.42992], [-3.27361, -0.45732, 0.97840], [1.26520, -0.12642, -0.96727], [2.66912, -0.67617, -0.95666], [0.43612, -0.81173, -0.84382], [1.07464, 0.50731, -0.07689], [0.98080, 0.48770, -1.83291], [3.18030, 0.13994, -1.59098], [2.72986, -1.70131, -1.45633], [3.07583, -0.74874, 0.10645]]
}

No. 2
{
  "formula": "C4H8O3",
  "method": "ωB97M-V/def2-TZVPD",
  "max_force_ev_per_a": 0.54,
  "e_above_lowest_kcal_mol": 89.51,
  "e_tot_ev": -10417.1220,
  "symbols": ["C", "C", "O", "C", "O", "C", "O", "H", "H", "H", "H", "H", "H", "H", "H"],
  "xyz": [[-1.79008, 0.83795, -0.55313], [-0.42695, 0.47479, -0.76369], [0.21700, 1.49145, 0.55759], [0.00375, -0.92933, -0.44705], [1.42989, -1.09690, -0.35476], [1.97361, -1.00278, 0.85616], [1.39151, -0.72704, 1.87898], [-2.25963, 1.49680, -1.27797], [-0.95746, 1.56840, 0.46817], [-2.44379, 0.08877, -0.10655], [0.13315, 0.94442, -1.56981], [0.44849, 0.92973, 1.32534], [-0.29767, -1.56769, -1.28192], [-0.46984, -1.28783, 0.47091], [3.04801, -1.22075, 0.79772]]
}

No. 3
{
  "formula": "C4H8O2",
  "method": "ωB97M-V/def2-TZVPD",
  "max_force_ev_per_a": 0.53,
  "e_above_lowest_kcal_mol": 45.09,
  "e_tot_ev": -8371.3264,
  "smiles": "C=CO.CC=O",
  "symbols": ["C", "C", "O", "H", "H", "H", "H", "C", "C", "O", "H", "H", "H", "H"],
  "xyz": [[1.61842, 1.04732, 0.96353], [1.62318, -0.27922, 0.97904], [1.25457, -1.02534, -0.11098], [1.89646, 1.59562, 1.85621], [1.32209, 1.60120, 0.07906], [1.90827, -0.84966, 1.86293], [1.43068, -1.95436, 0.07116], [-1.90677, -0.33111, -0.35728], [-1.04243, 0.40789, -1.34331], [-0.72444, 1.56806, -1.22648], [-2.93854, -0.34979, -0.73177], [-1.88807, 0.17911, 0.60839], [-1.56762, -1.36542, -0.25153], [-0.72456, -0.17543, -2.23249]]
}

No. 4
{
  "formula": "C3H5ClS",
  "method": "ωB97M-V/def2-TZVPD",
  "max_force_ev_per_a": 4.08,
  "e_above_lowest_kcal_mol": 0.63,
  "e_tot_ev": -26548.9445,
  "smiles": "CC(=S)CCl",
  "symbols": ["C", "C", "S", "C", "Cl", "H", "H", "H", "H", "H"],
  "xyz": [[-0.47509, 1.20941, -0.16620], [-0.54195, -0.36122, -0.19501], [-1.95179, -1.02254, -0.41737], [0.68614, -1.03411, 0.30626], [2.18117, -0.62818, -0.48488], [-1.34969, 1.63246, -0.67411], [-0.35095, 1.62247, 0.81734], [0.42546, 1.53549, -0.77161], [0.83945, -0.88600, 1.38143], [0.53726, -2.06779, 0.20416]]
}